{
  "formula": "C4H12N2",
  "method": "ωB97M-V with the def2-TZVPD basis set",
  "total_charge": 0,
  "homo_lumo_gap_ev": 9.5524,
  "e_above_lowest_kcal_mol": 33.5,
  "smiles": "CC(C)N.C=N",
  "e_tot_ha": -269.062964,
  "symbols": ["C", "C", "N", "H", "H", "H", "H", "H", "H", "H", "C", "C", "N", "H", "H", "H", "H", "H"],
  "xyz": [[-2.2912, -1.0922, -0.3214], [-0.2770, 0.9748, 0.7836], [-1.8896, -1.0171, -1.5156], [-2.4742, -0.4487, -2.1291], [-0.0299, -0.5967, -1.5460], [-3.1978, -0.6232, 0.0739], [-1.7332, -1.7182, 0.3690], [0.0667, 1.9453, 0.4228], [-1.3186, 0.9414, 0.4865], [-0.2083, 0.9679, 1.8730], [2.2203, 0.3037, 0.7628], [0.8636, -0.1210, 0.2262], [0.8920, -0.2704, -1.1864], [1.1275, 0.6067, -1.6408], [0.5762, -1.0792, 0.6673], [2.9712, -0.4342, 0.4827], [2.1944, 0.3927, 1.8446], [2.5078, 1.2684, 0.3469]],
  "forces_ev_per_a": [[-0.4, -0.3, -0.3], [2.2, -0.6, -0.3], [-0.2, -0.2, -0.1], [-0.1, 0.0, 0.3], [1.1, 0.3, 0.3], [0.1, 0.0, -0.1], [0.1, 0.1, 0.1], [0.2, 0.2, 0.1], [0.0, -0.7, -0.2], [-0.1, 0.1, 0.0], [-0.3, -0.2, -0.1], [-2.1, 1.3, 1.3], [-0.5, -0.3, -1.2], [0.0, -0.1, 0.0], [0.1, -0.1, 0.0], [0.0, 0.0, 0.0], [0.1, 0.0, 0.2], [0.0, 0.1, -0.1]]
}